(1)
DFT (ωB97M-V with the def2-TZVPD basis set) results for 13 unconnected molecules or ions with the total composition C43H75Cl24FNO4.

The geometry in XYZ format:
```
148
Properties=species:S:1:pos:R:3:forces:R:3:mulliken_charge:R:1
C -3.0018 -2.6896 0.0797 1.12 1.37 -1.14 -0.6323
C -2.1917 -1.4829 -0.6683 -0.10 -0.54 0.14 -0.4358
C -0.9028 -1.0215 0.1907 0.18 -1.55 -2.10 -0.8150
C 0.1242 -0.0929 -0.6112 1.67 0.61 0.20 0.5236
C 0.3962 -0.5413 -2.1279 -0.38 0.73 -1.14 -0.8841
C 1.6211 0.2618 -2.8200 3.12 1.73 0.05 0.1268
C 1.7186 1.8143 -2.6259 1.71 -1.80 -1.20 -0.4568
C 2.8560 2.7001 -3.1922 -0.24 -4.73 -0.59 -0.8426
C 3.9822 1.9722 -4.0006 -2.47 -0.55 1.22 0.7831
C 5.1821 2.9003 -4.5380 -0.04 -1.62 0.97 -1.2131
C 3.9064 0.4213 -4.2473 -2.17 1.42 2.17 -0.6769
C 2.7363 -0.4539 -3.6663 1.22 3.70 1.71 -0.5620
C 1.5364 -0.0408 0.2129 -0.57 0.17 1.29 0.1941
C 2.2840 -1.4589 0.2753 -0.41 -0.79 -0.81 0.6400
C 3.7637 -1.4712 -0.3417 0.41 -0.48 0.76 0.5292
C 4.2783 -2.9716 -0.7225 -0.21 1.30 0.04 -0.2089
C 3.4260 -3.6094 -1.9179 0.73 -0.22 -0.47 0.6749
C 3.2776 -5.2095 -1.8992 -1.21 0.00 -1.93 -0.9043
O 3.4065 -5.8447 -0.5975 -1.79 1.56 1.02 -0.2958
C 2.3397 -5.5249 0.2805 -2.35 0.15 0.94 0.6788
C 2.7580 -5.3573 1.8403 1.27 -0.60 -0.79 -0.4097
O 1.1292 -5.4091 -0.0282 4.34 -0.16 0.22 -0.5842
C 1.1358 0.5343 1.6923 0.92 -0.60 -0.99 -1.6326
C -0.0683 -0.2783 2.3679 2.33 0.73 1.50 0.4789
C -0.2844 0.3170 3.8389 0.23 -1.20 0.94 0.1089
C -1.6345 -0.1306 4.5764 0.45 1.20 0.25 0.4812
F -0.1170 1.7722 3.9078 -0.56 -2.10 -0.40 -0.4792
N -1.3065 -0.3901 1.5224 -0.13 0.02 -0.18 0.7922
C -2.1043 0.8777 1.3578 -1.79 2.21 -0.65 0.4787
C -3.6143 0.8019 1.9202 -0.62 -0.17 0.04 -0.2129
C -4.7325 0.5084 0.8038 -0.69 0.78 0.35 -1.3626
C -4.8820 1.6259 -0.3419 -1.30 -0.84 -0.61 0.1625
C -6.3047 1.3186 -1.0834 -0.55 -0.54 1.56 -0.5737
O -6.1415 0.9730 -2.4870 -1.83 -1.21 0.51 -0.2726
C -7.0627 -0.0410 -2.8955 0.84 -3.30 -2.93 0.5808
C -8.6180 -0.0734 -2.5134 0.35 0.53 1.31 -0.7859
O -6.6382 -0.9823 -3.6263 -1.31 4.11 2.97 -0.5402
H -3.7906 -3.0297 -0.6775 0.90 0.37 1.49 0.4434
H -2.2243 -3.5202 0.2295 -1.37 1.04 0.07 0.3450
H -3.4438 -2.2898 1.0520 0.51 -0.96 -1.41 -0.4176
H -1.9000 -1.9275 -1.6959 0.01 0.98 1.78 0.5516
H -2.8533 -0.5810 -0.8994 0.79 -1.25 0.33 -0.1533
H -0.3758 -2.0093 0.4916 -0.66 1.64 -0.47 0.2640
H -0.2308 1.0091 -0.6593 0.27 -1.84 0.18 0.2905
H -0.5410 -0.2389 -2.7411 1.39 -0.64 0.88 0.6775
H 0.5021 -1.6788 -2.2586 0.08 1.72 0.29 -0.0366
H 0.8740 2.2888 -2.0076 1.49 -0.62 -1.09 0.1923
H 2.8483 3.8251 -2.9826 0.20 -1.89 -0.42 0.5130
H 5.2327 2.8464 -5.6755 -0.06 0.35 1.56 0.3104
H 6.1539 2.4522 -4.0988 -1.42 0.73 -0.84 0.2744
H 5.0803 3.9548 -4.1161 0.04 -1.58 -0.85 0.2701
H 4.7660 -0.0654 -4.8418 -1.66 0.80 1.05 0.2534
H 2.7134 -1.5869 -3.8585 0.01 2.06 0.38 0.6738
H 2.2684 0.7228 -0.2162 -1.24 -1.02 0.32 0.6893
H 2.3524 -1.9152 1.3277 -0.26 0.85 -1.35 -0.4129
H 1.6278 -2.1990 -0.3316 1.12 0.99 0.98 -0.4725
H 4.4784 -1.1307 0.5046 -1.09 -0.25 -1.48 0.1246
H 3.8590 -0.7519 -1.2203 -0.22 -1.08 1.18 -0.6961
H 5.3840 -2.8969 -1.0398 -1.81 -0.10 0.51 0.5129
H 4.2610 -3.5563 0.2568 -0.15 0.45 -1.49 -0.2785
H 3.9979 -3.3530 -2.8928 -0.99 -0.42 1.50 0.4417
H 2.3819 -3.1501 -2.0526 1.55 -0.61 0.57 -0.6400
H 2.2232 -5.4395 -2.3194 1.68 0.23 0.75 0.3545
H 4.0022 -5.7134 -2.6460 -0.89 0.73 1.71 0.2647
H 1.8681 -5.4395 2.5453 1.08 0.04 -1.29 0.3144
H 3.5389 -6.1805 2.0751 -1.34 1.25 -0.29 0.2717
H 3.3063 -4.3584 2.0380 -1.15 -1.70 -0.66 -0.2922
H 2.0763 0.3973 2.3519 -1.68 0.23 -0.78 0.4613
H 0.9650 1.6580 1.5934 -0.14 -1.55 0.33 0.2593
H 0.3162 -1.3612 2.5180 -0.81 1.66 -0.19 0.1398
H 0.5845 -0.0995 4.4788 -1.24 0.80 -1.29 0.5497
H -1.4143 -0.1905 5.7162 -0.43 -0.33 -2.49 -0.3604
H -2.3762 0.7472 4.4618 0.94 -1.61 0.04 -0.0005
H -2.0722 -1.1115 4.1756 0.71 1.45 0.64 -0.5695
H -1.9335 -1.0733 1.9994 0.42 0.45 -0.38 -0.0204
H -2.2000 1.1275 0.2325 0.38 -0.55 1.88 -0.0246
H -1.6234 1.8063 1.8307 -0.17 -1.80 -0.53 0.2437
H -3.7648 0.0119 2.7484 0.55 1.06 -1.25 0.2839
H -3.8677 1.8185 2.4254 0.52 -1.87 -1.06 -0.2667
H -5.7462 0.4856 1.3655 1.66 -0.02 -0.78 0.6102
H -4.6428 -0.5027 0.2826 0.07 1.28 0.84 0.2362
H -4.9705 2.6960 0.0443 0.65 -1.54 -0.36 0.2785
H -4.0699 1.4874 -1.1336 -0.98 0.56 1.08 0.1187
H -6.7700 0.3897 -0.5712 0.77 1.50 -0.64 0.3377
H -7.0696 2.1674 -0.8991 1.34 -1.11 -0.63 0.2229
H -9.2658 -0.6023 -3.3001 1.44 0.98 1.00 0.3109
H -9.0276 0.9726 -2.2460 0.64 -1.68 -0.57 0.2745
H -8.6964 -0.7091 -1.5488 0.12 1.00 -1.50 0.2523
C 1.9628 5.7851 -5.2719 -0.19 -0.11 -0.15 -0.0041
Cl 3.7078 5.7220 -5.5483 -0.16 0.08 -0.14 -0.1358
Cl 1.5532 6.9826 -4.0380 -0.09 -0.06 0.01 -0.1593
H 1.4667 6.0526 -6.2036 0.15 0.06 0.15 0.3399
H 1.6221 4.8047 -4.9403 0.14 0.14 0.03 -0.0137
C 6.7823 1.4115 0.5710 0.25 -0.12 0.04 -0.0023
Cl 5.8645 1.0975 -0.9065 0.14 0.11 -0.11 -0.0229
Cl 5.9815 2.6268 1.5744 0.04 -0.02 0.07 -0.1734
H 6.8673 0.4855 1.1376 -0.15 0.13 -0.07 -0.1317
H 7.7740 1.7721 0.3018 -0.22 0.04 0.00 0.3457
C 5.8902 -3.3211 2.9658 0.24 -0.26 0.02 -0.1204
Cl 4.3223 -2.5101 3.0905 0.07 0.23 0.28 -0.0537
Cl 7.1734 -2.1739 2.5690 -0.01 -0.10 -0.02 -0.1564
H 6.1205 -3.7939 3.9194 -0.06 0.20 -0.10 0.4327
H 5.8361 -4.0767 2.1822 -0.04 0.18 0.03 -0.0140
C -4.6402 -4.3917 3.1679 -0.25 -0.26 -0.02 -0.4756
Cl -3.1488 -3.5538 3.6235 0.14 -0.04 0.17 -0.0283
Cl -5.5221 -3.5019 1.9202 -0.34 -0.18 0.22 -0.0848
H -4.3875 -5.3797 2.7858 0.06 0.23 -0.02 0.3228
H -5.2737 -4.4876 4.0483 0.14 0.16 -0.12 0.3626
C -0.2731 1.0283 -6.0731 0.16 0.09 -0.21 -0.2703
Cl 1.2116 0.3166 -5.4200 -1.55 0.62 -2.10 0.0015
Cl -1.5108 -0.2079 -6.3444 -0.07 -0.02 0.15 -0.1697
H -0.6553 1.7613 -5.3621 0.06 -0.21 0.05 0.2498
H -0.0462 1.5152 -7.0175 -0.04 -0.19 0.20 0.2791
C -2.5096 3.7819 4.4771 0.10 -0.18 0.07 0.2795
Cl -3.5852 4.1440 3.1233 -0.02 0.16 -0.07 -0.1565
Cl -2.1703 5.2344 5.4262 0.06 -0.08 0.05 -0.1666
H -2.9855 3.0419 5.1197 -0.04 0.21 -0.06 0.1689
H -1.5733 3.3857 4.0894 -0.14 0.19 0.02 -0.0212
C -3.2292 8.5780 6.5761 0.02 -0.20 0.02 0.0538
Cl -4.8325 9.3205 6.6152 -0.02 -0.12 0.03 -0.1538
Cl -1.9871 9.7619 6.1526 0.08 -0.11 0.01 -0.1482
H -3.0055 8.1667 7.5596 -0.05 0.19 -0.11 0.2670
H -3.2264 7.7809 5.8332 -0.06 0.27 0.05 -0.0333
C 7.1171 -6.4164 -1.7214 -0.03 -0.27 -0.14 -0.3192
Cl 8.8582 -6.4890 -2.0127 -0.09 -0.05 -0.06 -0.1588
Cl 6.7245 -5.2147 -0.4850 0.02 -0.06 0.02 -0.0292
H 6.6142 -6.1462 -2.6490 0.14 0.08 0.16 0.2114
H 6.7732 -7.3939 -1.3863 0.11 0.19 0.05 0.3164
C -0.9200 0.4772 -10.1964 -0.11 -0.22 -0.18 -0.2236
Cl 0.8257 0.4109 -10.4645 -0.04 -0.06 -0.03 -0.1506
Cl -1.3353 1.7032 -8.9926 -0.30 0.24 -0.58 -0.1257
H -1.4134 0.7224 -11.1356 0.14 0.08 0.17 0.3051
H -1.2609 -0.4949 -9.8426 0.12 0.19 0.08 0.2312
C -0.9634 2.5575 7.4664 0.14 0.31 0.06 0.0084
Cl 0.5362 1.8288 8.0525 -0.01 0.02 -0.06 -0.1618
Cl -2.2127 1.3298 7.2160 -0.34 0.46 0.67 -0.1108
H -1.3181 3.2788 8.2011 0.04 -0.21 -0.06 0.4065
H -0.7664 3.0603 6.5214 0.04 -0.20 0.12 -0.0753
C -0.3116 -2.5077 7.3130 -0.02 0.10 0.37 -0.1989
Cl -2.0533 -2.8055 7.3330 0.05 0.05 0.05 -0.1314
Cl 0.3480 -2.6838 5.6807 0.20 -0.09 -0.09 -0.0615
H -0.1217 -1.4936 7.6638 -0.08 -0.10 -0.15 0.0753
H 0.1780 -3.2238 7.9712 -0.10 0.03 -0.21 0.3571
C -4.1257 4.8388 -2.3880 -0.28 -0.05 -0.18 -0.0778
Cl -2.9585 4.6336 -1.0744 0.03 -0.04 0.15 -0.1254
Cl -3.3873 5.6385 -3.7790 -0.10 -0.06 0.03 -0.1449
H -4.4891 3.8585 -2.6948 0.16 0.11 0.02 0.0366
H -4.9568 5.4453 -2.0307 0.23 0.00 -0.01 0.3161
```
Positions in Å, forces in eV/Å.

Summary:
HOMO level ... -9.8 eV
DFT total energy ... -358728.1679 eV
Maximum force ... 0.102 hartree/bohr
Gap between HOMO and LUMO ... 8.10 eV
Charge ... +1

***

(2)
DFT (ωB97M-V with the def2-TZVPD basis set) results for a molecular structure, H20Mg3O26S4.

The geometry in XYZ format:
```
53
Properties=species:S:1:pos:R:3:forces:R:3:lowdin_spin:R:1
Mg 22.4333 -0.9300 -3.7135 -0.08 -0.73 -0.71 -0.0023
Mg 22.5065 3.6901 -2.4556 -0.33 0.28 -1.19 -0.0001
Mg 26.7849 -0.1617 -2.9506 -1.57 -1.31 -1.06 -0.0006
S 24.4272 -0.9688 -0.9712 -4.16 -1.87 -0.39 -0.0393
O 25.6241 -0.4420 -1.4864 3.42 1.41 0.04 -0.0113
O 24.5810 -2.3602 -0.4803 0.19 0.13 0.25 0.5010
O 23.9465 -0.2118 0.1539 -0.01 0.65 1.88 0.3532
O 23.3524 -0.9385 -1.9609 0.71 -0.59 0.46 0.1835
S 25.1215 -2.1975 -4.8893 1.79 -1.28 -7.65 -0.0005
O 25.4399 -3.5748 -5.0245 0.98 -2.87 0.99 0.0027
O 25.4097 -1.5402 -6.1728 -0.20 0.34 1.38 0.0060
O 23.7358 -2.1040 -4.5663 -4.90 0.81 1.92 0.0061
O 25.8951 -1.5697 -3.8519 3.05 1.94 4.02 -0.0004
S 20.3312 1.4080 -3.0221 -6.86 -3.27 1.64 0.0000
O 21.1881 0.2885 -2.8303 2.01 -3.16 1.12 0.0018
O 21.0714 2.5669 -2.6398 2.23 4.45 0.60 0.0000
O 19.8578 1.3253 -4.3940 0.20 1.45 -2.15 0.0003
O 19.1589 1.3421 -2.1335 0.80 0.27 -0.32 0.0001
S 24.3238 1.6830 -4.1987 -2.83 -4.40 -1.97 -0.0001
O 23.2518 0.6263 -4.2877 3.46 3.18 -0.33 0.0001
O 24.4691 2.2498 -5.5308 0.69 0.77 0.25 0.0000
O 23.7936 2.7014 -3.3183 1.55 1.11 1.81 -0.0002
O 25.6260 1.1288 -3.7329 -1.08 1.55 -0.14 -0.0001
O 21.7715 2.5101 -6.1043 -0.16 1.10 -0.71 0.0000
H 22.5786 2.2739 -5.6470 0.26 -0.27 -0.12 0.0000
H 21.0906 1.9960 -5.6704 -0.78 -0.54 0.54 0.0000
O 26.5208 1.0727 -6.8210 1.21 -0.07 -0.14 0.0000
H 25.9406 1.6316 -6.3041 -0.42 0.16 0.01 0.0000
H 27.3885 1.4621 -6.7125 0.31 0.16 -0.12 0.0000
O 25.8489 5.2907 -4.6438 -0.46 1.08 0.76 0.0000
H 25.3347 5.4784 -5.4290 -0.39 -0.18 -0.49 0.0000
H 26.2764 4.4550 -4.8309 0.34 -0.57 0.15 0.0000
O 27.2054 3.1137 -4.0842 1.42 0.98 0.16 0.0000
H 26.5616 2.4075 -4.0290 -0.59 -0.79 0.13 0.0000
H 27.9598 2.7172 -4.5198 0.16 0.06 -0.38 0.0000
O 21.0934 -0.8728 -5.3924 0.12 -0.77 -0.01 0.0000
H 20.3482 -0.2981 -5.2172 -0.54 0.90 0.59 0.0000
H 21.0569 -1.0323 -6.3355 0.55 -0.29 -0.11 0.0000
O 27.6711 1.2186 -1.8241 1.03 0.03 0.17 -0.0001
H 28.4029 1.8104 -1.9988 0.16 0.26 -0.34 0.0000
H 27.2898 1.5428 -1.0082 -0.57 -0.24 0.27 0.0000
O 23.7532 5.3775 -2.2708 -0.72 -0.11 0.75 0.0000
H 23.9849 6.1569 -1.7658 -0.17 0.10 0.30 0.0000
H 24.4719 5.2731 -2.8943 0.92 -0.36 -1.24 0.0000
O 24.1951 0.3727 -7.5413 -0.51 -0.01 -0.91 0.0001
H 24.0286 1.0355 -6.8710 -0.05 -0.02 0.16 0.0000
H 23.3770 0.3205 -8.0355 -0.27 -0.01 -0.09 0.0000
O 22.0839 4.5721 -4.3525 0.20 1.22 1.01 0.0000
H 21.8405 5.4978 -4.3639 0.08 0.38 -0.01 0.0000
H 21.5497 4.1750 -5.0404 -0.22 -1.31 -0.72 0.0000
O 24.3319 4.5701 -7.0573 0.20 0.76 -0.15 0.0000
H 23.9540 3.7271 -6.8066 0.01 -0.56 0.29 0.0000
H 23.5883 5.0807 -7.3775 -0.17 0.06 -0.19 0.0000
```
Positions in Å, forces in eV/Å.

Summary:
HOMO level (spin up / spin down) ... -4.1 / -4.1 eV
DFT total energy ... -113247.0842 eV
Maximum force ... 0.155 hartree/bohr
2S+1 ... 2
Gap between HOMO and LUMO (spin up / spin down) ... 4.74 / 3.01 eV
Charge ... -1

***

(3)
DFT (ωB97M-V with the def2-TZVPD basis set) results for 4 unconnected molecules or ions with the total composition C3H15NO3.

The geometry in XYZ format:
```
22
Properties=species:S:1:pos:R:3:forces:R:3:mulliken_charge:R:1
C 0.3853 -2.0593 -0.4987 -1.24 0.46 0.50 -1.4875
C 0.0837 -0.7359 0.2420 2.11 -0.60 -0.54 0.5042
C -1.4123 -0.6051 0.4457 0.31 1.24 1.01 -1.3824
N 1.0025 -0.6238 1.4387 -1.45 -0.37 -0.06 -0.6295
H -0.2454 -2.1329 -1.3906 0.40 0.01 -0.06 0.3560
H 1.4275 -2.2468 -0.7163 0.21 0.14 -0.10 0.3753
H 0.0132 -2.8118 0.1983 0.18 -0.47 -0.08 0.3946
H 0.5011 0.1185 -0.2914 -0.74 -0.02 -0.75 0.3205
H -1.6573 0.4289 0.7190 0.08 -0.04 -0.01 0.3125
H -1.9053 -0.7691 -0.5120 -0.15 -0.46 0.27 0.4062
H -1.7779 -1.1890 1.3057 -0.02 -0.32 -0.68 0.3343
H 1.9217 -0.4376 1.0616 0.14 -0.15 0.20 0.2519
H 1.0288 -1.4777 1.9852 0.03 -0.02 -0.03 0.2274
H 0.6188 2.4400 0.2508 -0.41 0.20 -0.14 0.3502
H -0.6362 2.8246 -0.5739 0.22 0.02 0.20 0.3016
O 0.3065 2.6412 -0.6574 0.07 -0.15 -0.35 -0.6491
H 0.4150 0.8846 1.8515 0.63 1.21 0.47 0.4953
H 0.9043 2.0999 2.7388 0.16 0.02 0.23 0.2687
O 0.4508 1.9059 1.9212 -0.55 -0.79 -0.23 -0.7507
H -0.0601 0.9456 -2.5975 -0.06 -0.05 -0.14 0.3441
H -1.0898 0.5412 -3.6728 0.03 0.09 0.04 0.3010
O -0.2752 0.2586 -3.2479 0.07 0.05 0.26 -0.6447
```
Positions in Å, forces in eV/Å.

Summary:
HOMO level ... -9.9 eV
DFT total energy ... -10987.0359 eV
Maximum force ... 0.044 hartree/bohr
SMILES ... CC(C)N.O.O.O
Gap between HOMO and LUMO ... 10.72 eV
Charge ... 0

***

- The lowest maximum force belongs to which entry?
  C3H15NO3